C16H38AsIrN6O5Si2 as an isolated structure in a non-equilibrium geometry, computed with ωB97M-V/def2-TZVPD.

## Properties
* molecular weight: 717.83 g/mol
* frontier orbital gap (spin up / spin down): 7.54 / 6.40 eV
* charge: +1
* DFT total energy: -115816.597 eV
* 2S+1: 2
* max |F|: 2.0 eV/A

```
69
Properties=species:S:1:pos:R:3:forces:R:3
Ir 0.4159 -0.7971 1.0475 -0.03 -0.90 1.74
N 1.0169 -2.6042 -0.0453 -0.70 0.22 1.19
C 2.4815 -2.7547 0.0422 0.18 -0.06 -0.31
C 2.8958 -2.3659 1.4319 0.03 -0.04 0.15
O 3.7170 -3.0006 2.0670 0.06 0.14 -0.10
N 2.2224 -1.2714 1.8573 0.22 0.67 -0.55
C 2.2426 -1.0419 3.2854 -0.61 -0.14 0.12
C 0.8823 -1.4803 3.8288 0.46 0.06 0.11
O 0.6771 -1.5789 5.0124 -0.34 -0.05 -0.09
O -0.0122 -1.6685 2.8745 0.05 0.14 -0.45
H 0.5447 -3.3051 0.5273 0.13 -0.24 -0.20
H 0.7121 -2.7229 -1.0063 -0.16 0.06 0.03
H 2.9398 -2.0742 -0.6776 -0.06 0.00 -0.03
H 2.8160 -3.7687 -0.1693 -0.13 -0.02 -0.01
H 2.3547 0.0160 3.5322 0.36 0.00 -0.01
H 3.0184 -1.6184 3.7814 0.13 0.07 -0.09
N 0.2408 1.0093 2.4170 -0.18 -0.38 -0.82
C -1.1226 1.6038 2.4157 -0.17 0.19 0.17
C -1.2789 3.0348 2.9688 0.20 -0.01 0.05
C -0.1328 4.0602 2.9047 -0.10 -0.10 -0.11
C 0.0156 4.7919 1.5743 0.04 -0.05 0.12
N 0.3132 3.8851 0.4723 -0.06 -0.13 0.05
C 1.4942 3.3383 0.2579 0.07 0.10 -0.03
N 1.5888 2.2987 -0.5700 0.01 0.14 -0.03
N 2.6027 3.7879 0.8722 0.00 0.02 0.01
C -1.6334 1.2796 1.0167 -0.01 -0.28 -0.09
O -1.6517 2.0978 0.0862 -0.09 0.14 0.07
O -1.8859 0.0345 0.9213 0.10 -0.14 -0.25
H 0.4392 0.6774 3.3547 0.09 0.00 0.01
H 0.9401 1.7056 2.1807 0.05 -0.04 0.01
H -1.7127 0.9487 3.0547 0.03 0.00 0.03
H -1.5153 2.9226 4.0274 -0.07 0.02 -0.01
H -2.1656 3.4622 2.4940 -0.03 0.00 0.05
H 0.8219 3.6081 3.1944 0.00 0.01 0.03
H -0.3492 4.8168 3.6605 0.08 0.00 0.03
H 0.7762 5.5721 1.6374 -0.05 0.05 -0.02
H -0.9231 5.2849 1.3266 0.03 0.05 -0.07
H -0.5026 3.3182 0.1697 -0.05 -0.01 -0.04
H 0.7474 1.8692 -0.9288 0.01 -0.08 0.06
H 2.4587 1.8149 -0.7055 -0.01 -0.03 0.01
H 2.5734 4.6623 1.3675 0.01 -0.01 0.00
H 3.5086 3.4836 0.5580 -0.01 -0.01 -0.01
C 1.1654 0.9609 -3.6170 0.02 0.02 -0.01
Si 0.1448 -0.5991 -3.4729 -0.08 0.17 0.03
C 1.2045 -2.1042 -3.8044 -0.01 -0.07 0.12
C -1.3261 -0.5077 -4.6111 -0.07 -0.02 0.01
As -0.6988 -0.6144 -1.2361 0.61 0.54 -0.81
Si -2.3930 -2.3023 -1.0957 -0.08 -0.10 0.09
C -3.9676 -1.4558 -1.5958 0.01 0.18 -0.02
C -1.9377 -3.6513 -2.3130 0.07 0.07 -0.06
C -2.4345 -3.0169 0.6272 0.12 0.06 0.10
H 1.4577 1.1291 -4.6561 0.01 -0.01 0.00
H 2.0819 0.9050 -3.0251 0.00 -0.01 -0.02
H 0.5906 1.8320 -3.2945 0.02 0.01 -0.05
H 1.5228 -2.1063 -4.8498 0.00 0.02 -0.01
H 0.6570 -3.0327 -3.6299 0.02 -0.01 -0.02
H 2.1077 -2.1103 -3.1887 -0.01 0.00 -0.01
H -1.0032 -0.4122 -5.6504 0.02 0.00 0.00
H -1.9446 0.3585 -4.3683 0.01 0.01 -0.02
H -1.9561 -1.3951 -4.5398 0.00 0.00 -0.02
H -3.9398 -1.1436 -2.6415 0.00 -0.01 0.00
H -4.1339 -0.5691 -0.9820 -0.01 -0.02 0.02
H -4.8185 -2.1279 -1.4642 0.02 -0.04 0.00
H -1.8588 -3.2883 -3.3381 0.00 -0.02 0.00
H -2.7168 -4.4180 -2.2955 0.00 -0.01 0.02
H -0.9965 -4.1418 -2.0518 -0.02 -0.04 0.00
H -1.9844 -2.3589 1.3694 -0.07 0.00 0.03
H -1.9241 -3.9822 0.6724 -0.02 -0.02 -0.03
H -3.4698 -3.1789 0.9352 -0.01 -0.04 -0.05
```
Positions in Å, forces in eV/Å.